Below is C13H15Cl3CrGeN3S3 as an isolated structure at a distorted geometry, with properties calculated with the ωB97M-V functional and the def2-TZVPD basis.

Geometry as XYZ:
```
39
Properties=species:S:1:pos:R:3:forces:R:3:nbo_charge:R:1
H -4.923544 0.327137 -1.279836 0.0 0.0 0.0 0.231
C -2.638041 -0.484473 0.103871 -0.1 -0.1 0.1 0.314
H 3.440894 3.868295 -1.514420 0.0 0.1 0.0 0.216
C 2.361214 3.734105 -1.502958 0.1 -0.1 0.0 -0.662
H 1.923289 4.364778 -2.277654 0.0 0.0 0.0 0.240
Cr 0.188042 -0.429209 -1.758092 0.4 1.4 0.0 0.588
C -3.004462 -0.644116 2.312147 -0.1 -0.1 0.1 -0.071
H -2.793646 -0.721310 3.358852 0.0 0.0 -0.1 0.234
H 4.730409 2.175735 -2.692545 0.0 0.0 0.0 0.232
Ge 0.218003 -2.844907 -1.780803 -0.2 -1.2 0.2 0.889
Cl -1.191688 -3.508927 -0.160107 -0.1 -0.1 0.0 -0.520
H 4.608947 2.120283 -0.930003 0.0 0.0 0.0 0.221
N -2.015421 -0.543322 1.329328 -0.4 0.1 -0.1 -0.369
S -2.124544 -0.313641 -1.490192 -0.6 0.1 -0.1 -0.144
H 1.963704 4.080252 -0.548461 0.0 0.0 0.0 0.235
H 3.077416 -0.695310 2.528145 0.0 0.0 -0.1 0.232
H -5.956931 -0.656497 -0.214647 0.0 0.0 0.0 0.215
C 1.078144 -0.572749 3.329566 0.1 0.0 -0.1 -0.135
N -3.969436 -0.565765 0.351024 0.3 0.0 0.1 -0.342
C 1.958329 2.304800 -1.743093 -0.6 0.2 0.0 -0.140
S 2.475062 -0.286697 -2.425186 0.4 0.2 0.2 -0.076
C 4.378999 1.576735 -1.848221 0.0 0.0 0.0 -0.667
H 4.928645 0.639438 -1.851065 0.0 0.0 0.0 0.241
C 2.903268 1.301432 -1.958843 0.1 -0.6 -0.3 -0.130
C -4.194825 -0.660661 1.703899 0.0 0.0 0.1 -0.038
C -0.261256 -0.529573 3.002622 -0.2 0.0 0.1 -0.265
S 0.282371 2.008975 -1.766111 0.3 0.1 0.1 -0.095
H -4.822197 -1.434099 -1.345460 0.0 0.0 0.0 0.238
C -0.636700 -0.546063 1.659607 0.6 -0.1 0.0 0.404
Cl 2.043767 -3.812434 -1.027195 0.2 0.0 0.0 -0.471
C 2.019702 -0.641236 2.316227 -0.1 0.0 0.1 -0.242
H 1.378746 -0.570377 4.368461 0.0 0.0 0.0 0.226
C 1.556867 -0.659612 1.018039 0.1 0.0 0.0 0.068
N 0.263409 -0.598979 0.686908 -0.2 0.1 0.0 -0.483
H 2.248409 -0.751521 0.189126 0.0 0.0 0.0 0.227
H -5.182088 -0.736188 2.122905 0.0 0.0 0.0 0.237
Cl -0.348149 -4.214900 -3.381560 0.0 0.0 -0.1 -0.447
H -0.984917 -0.496605 3.800290 0.0 0.1 0.0 0.218
C -4.979778 -0.582813 -0.684561 -0.1 0.0 -0.2 -0.408
```
Positions in Å, forces in eV/Å.

Values from the calculation:
ΔE to the lowest compared entry with this formula, charge and spin in kJ/mol: 18.3
HOMO-LUMO gap (alpha / beta) in hartree: 0.27077 / 0.23917
Charge: 0
E_HOMO (alpha / beta) in eV: -7.46 / -8.32
Spin multiplicity: 6



Below is a 2-piece molecular cluster, Cl2HPS2 overall at a distorted geometry, with properties calculated with the ωB97M-V functional and the def2-TZVPD basis.

Geometry as XYZ:
```
6
Properties=species:S:1:pos:R:3:forces:R:3:nbo_charge:R:1
P 0.404517 0.013926 0.039645 -0.1 -1.5 0.6 0.895
H -1.606593 1.139588 0.539050 -0.2 0.0 -0.4 0.184
Cl 1.958696 0.688864 -1.021996 -0.4 -0.5 -0.4 -0.152
S -1.396120 0.689390 -0.724816 0.4 0.0 0.4 -0.129
Cl -0.070143 -2.770757 -0.745313 0.6 2.4 0.5 -0.491
S 0.709642 0.238988 1.913432 -0.3 -0.4 -0.7 -0.307
```
Positions in Å, forces in eV/Å.

Values from the calculation:
ΔE to the lowest compared entry with this formula, charge and spin in kJ/mol: 193.4
HOMO-LUMO gap (alpha / beta) in hartree: 0.25786 / 0.25791
Charge: 0
E_HOMO (alpha / beta) in eV: -9.94 / -9.94
Spin multiplicity: 1



Below is an isolated ion of composition C4H9N2O and charge +1 at a distorted geometry, with properties calculated with the ωB97M-V functional and the def2-TZVPD basis.

Geometry as XYZ:
```
16
Properties=species:S:1:pos:R:3:forces:R:3:nbo_charge:R:1
H -0.820098 -3.308169 0.589018 -0.1 -2.1 1.5 0.432
C 1.253316 0.425989 -0.148068 1.5 0.0 -0.4 -0.205
H -1.778946 -2.439763 -0.564591 -0.3 -0.5 -0.1 0.468
H 1.657202 0.926536 0.740830 -0.5 0.4 -0.4 0.241
H 0.466521 1.875754 -1.544166 -1.2 -1.9 1.2 0.266
N -0.908862 -2.620918 -0.085051 0.3 2.2 -1.0 -0.750
C 0.004386 1.044082 -0.789243 0.6 2.7 1.0 0.032
N 0.784849 -0.906484 0.425378 2.0 -0.5 -0.2 -0.564
H 2.110377 0.443307 -0.882858 -0.8 -1.3 0.7 0.251
O -0.741195 0.142498 -1.438232 0.4 -2.2 0.5 -0.400
H 1.447278 -1.517014 0.885503 0.9 0.5 0.7 0.445
C -0.166848 -1.571774 -0.018108 -2.6 2.4 -3.0 0.774
C -0.702551 1.728240 0.382964 0.7 0.5 1.4 -0.678
H -0.462392 2.758346 0.567204 0.3 0.8 -0.7 0.243
H -0.405797 1.347624 1.360000 0.5 -0.7 0.0 0.202
H -1.737240 1.671747 0.519420 -1.9 -0.2 -1.0 0.243
```
Positions in Å, forces in eV/Å.

Values from the calculation:
ΔE to the lowest compared entry with this formula, charge and spin in kJ/mol: 565.6
HOMO-LUMO gap (alpha / beta) in hartree: 0.33021 / 0.30741
Charge: +1
E_HOMO (alpha / beta) in eV: -14.62 / -14.23
SMILES: C[C@H]([O-])C[NH+]=C=[NH2+]
Spin multiplicity: 1



Below is a 2-piece molecular cluster, C6H11F2N4 overall at a distorted geometry, with properties calculated with the ωB97M-V functional and the def2-TZVPD basis.

Geometry as XYZ:
```
23
Properties=species:S:1:pos:R:3:forces:R:3:nbo_charge:R:1
N -0.970757 -1.439224 -0.228240 -1.0 -1.5 1.3 -0.739
C -0.353183 1.227873 -1.852587 -1.0 0.7 1.9 0.080
H 0.955214 -3.211390 3.682986 -1.0 -0.1 -0.4 0.420
C -0.198447 -0.534014 0.304215 2.6 2.6 -1.8 0.585
C 0.458562 2.242713 -2.223764 1.0 -1.5 1.6 0.370
H -1.251059 -1.565687 -1.178420 -0.2 1.0 -0.6 0.457
H -1.246491 -2.206018 0.379712 0.3 0.0 -0.3 0.403
C -0.030731 0.904933 -0.316923 -0.1 -0.3 -1.0 -0.371
H -2.347924 1.018427 -1.875738 -1.9 0.8 0.6 0.385
N -1.572671 0.774970 -2.403741 3.0 -0.7 -4.6 -0.861
C 1.310111 1.671970 -0.179297 -1.3 -0.3 0.2 0.404
N 0.254479 -2.953978 2.973391 -3.1 0.8 0.1 -1.106
H 0.381859 -1.598732 1.989811 0.6 0.0 -0.6 0.434
H -0.710839 -2.592197 3.370802 2.9 -1.2 -0.2 0.390
F 1.957408 1.649338 0.999260 -0.1 0.1 -0.2 -0.316
F 0.513038 2.839232 -3.382361 -0.4 0.5 -0.7 -0.279
H 2.152535 3.413861 -1.115838 -0.4 -1.1 -0.5 0.268
H -0.047681 -3.721025 2.350275 0.8 0.1 0.9 0.388
H -0.788702 1.434824 0.318894 0.5 0.1 -0.6 0.272
H 1.074910 -0.083247 1.746902 1.8 2.9 1.1 0.418
C 1.499973 2.513848 -1.192612 0.2 0.7 0.4 -0.312
H -1.588186 0.973690 -3.513634 -0.5 -0.5 3.8 0.420
N 0.548583 -0.760167 1.346908 -2.9 -3.1 -0.2 -0.712
```
Positions in Å, forces in eV/Å.

Values from the calculation:
ΔE to the lowest compared entry with this formula, charge and spin in kJ/mol: 0.0
HOMO-LUMO gap in hartree: 0.31069
Charge: +1
E_HOMO in eV: -11.49
Spin multiplicity: 1



Below is C12H24FPd as an isolated structure at a distorted geometry, with properties calculated with the ωB97M-V functional and the def2-TZVPD basis.

Geometry as XYZ:
```
38
Properties=species:S:1:pos:R:3:forces:R:3:nbo_charge:R:1
C 2.316977 -1.506239 0.480170 -0.1 0.4 -0.3 -0.393
H 0.064546 3.254299 -0.868034 0.3 0.1 0.1 0.224
C 0.902167 -1.522917 -0.081776 -0.1 -0.4 -0.1 -0.366
H -2.238445 0.392464 -0.644851 -0.2 -0.3 -0.5 0.137
H 0.919860 -2.031619 -1.040859 0.0 -0.2 -0.2 0.219
F -3.005653 -1.186326 -1.748810 0.5 -0.3 -0.3 -0.349
C -0.096315 -2.237898 0.872472 0.0 -1.3 0.2 -0.524
H -4.880358 -0.717872 0.392855 -0.3 0.0 0.1 0.214
C -2.391561 -1.334485 0.540504 -0.6 -1.1 -0.2 -0.601
H 0.510098 -0.529074 -0.268993 0.1 0.3 0.0 0.216
H -4.336265 0.984496 0.182331 -0.3 0.1 0.3 0.233
H 4.226966 -1.090548 -0.444286 0.2 -0.2 0.0 0.230
C -1.334263 -2.223208 0.098303 1.7 4.6 0.4 0.420
H 0.784682 1.110423 1.132462 0.0 -0.2 0.3 0.173
C -0.098357 2.819922 0.122819 1.1 0.8 -0.2 -0.614
H -4.910049 0.055164 -1.200554 -0.3 0.1 -0.2 0.252
H 2.650658 -2.535749 0.558767 0.1 -0.2 0.1 0.220
H -3.190827 -1.926931 1.010448 -0.2 -0.1 0.0 0.322
H 0.242824 -3.241614 1.137853 0.4 -0.1 -0.1 0.296
H 2.829578 -0.803383 -1.465269 0.2 -0.1 -0.3 0.196
H -0.200705 -1.642301 1.770886 -0.2 -0.4 0.5 0.243
C -4.390657 -0.006110 -0.256975 1.1 0.1 -0.2 -0.646
C 3.287129 0.813100 -0.121761 -0.6 -0.6 -0.8 -0.398
C 3.222436 -0.686558 -0.458756 -0.4 0.2 0.5 -0.386
Pd -2.156530 2.209794 -1.089731 -0.9 0.2 -1.2 0.109
C 1.114185 1.988178 0.583255 -0.5 0.3 -0.7 -0.394
H 2.381184 2.545946 -0.999785 0.0 0.2 -0.2 0.219
H 1.688275 2.614222 1.252488 0.1 0.0 0.4 0.219
C -2.959343 -0.470712 -0.576441 -1.3 0.4 0.6 0.221
C 2.038763 1.614949 -0.564494 0.5 -0.2 0.6 -0.402
H -1.097486 -1.982152 -0.939114 -0.8 -2.2 -0.9 0.241
H -1.034216 2.241643 0.092473 0.1 -0.8 1.4 0.119
H -0.253964 3.644208 0.803396 -0.3 0.2 0.1 0.236
H 1.514963 1.069478 -1.346438 -0.2 0.0 -0.2 0.188
H -2.007274 -0.712845 1.342893 0.0 0.0 0.4 0.289
H 3.464918 0.891393 0.943663 0.2 0.4 0.3 0.203
H 2.295816 -1.072310 1.474337 0.2 0.0 0.3 0.209
H 4.126239 1.211170 -0.675448 0.4 0.2 0.2 0.224
```
Positions in Å, forces in eV/Å.

Values from the calculation:
HOMO-LUMO gap in hartree: 0.15223
Charge: +1
E_HOMO in eV: -11.11
Spin multiplicity: 1



Below is a 2-piece molecular cluster, C7H13N7 overall at a distorted geometry, with properties calculated with the ωB97M-V functional and the def2-TZVPD basis.

Geometry as XYZ:
```
27
Properties=species:S:1:pos:R:3:forces:R:3:nbo_charge:R:1
C 0.030712 2.932773 -1.317177 -1.8 -2.3 3.4 0.258
H 1.369737 -1.335589 -2.209849 2.5 0.9 -0.1 0.233
C -0.104601 -0.161486 -0.040909 0.2 -1.1 1.4 0.088
N -1.588999 -1.666477 -1.166790 2.2 -1.3 0.4 0.035
N -2.630048 -1.307573 -0.410069 -3.3 0.6 -1.1 -0.619
H 3.628642 -1.323750 2.768070 -0.9 0.9 -1.8 0.459
H 3.122101 -0.315396 1.319596 0.6 1.2 -0.3 0.447
N -0.198514 -2.489960 -2.638793 0.0 -1.5 -1.8 -0.387
H -2.064198 -3.220805 -2.628980 -1.6 -0.5 0.2 0.264
C 0.455946 1.015595 0.150412 0.1 1.6 0.4 -0.011
N 1.698563 -3.000234 2.138058 1.1 -0.6 0.0 -0.765
N 2.954954 -1.033840 1.975835 0.5 -2.3 1.9 -0.736
C -1.408281 -2.556067 -2.145384 -0.6 0.5 0.6 0.241
H 0.761540 1.263998 1.190889 -0.1 0.0 -0.8 0.248
H 2.463004 -3.663097 2.009863 0.3 0.2 0.4 0.437
H 0.863895 -3.485399 2.427670 -0.7 0.7 -0.3 0.458
H 0.662308 3.423835 -1.936781 1.1 2.1 -2.4 0.216
H -3.487814 -1.713689 -0.813783 0.5 0.7 -0.3 0.411
C -1.365767 3.352528 -0.940730 3.0 3.6 -3.2 -0.706
H -1.878290 2.795374 -0.281306 -1.5 -1.9 2.4 0.233
H -2.767065 -1.472469 0.567890 1.6 -0.5 0.9 0.418
H -1.336064 4.457596 -0.767413 0.2 -0.8 1.0 0.283
C 0.413705 -1.605983 -1.979480 0.6 0.9 0.9 0.264
H -1.890558 3.513442 -1.854187 -0.8 -0.7 -1.1 0.270
N -0.309294 -1.042002 -0.999541 -2.3 -0.2 -0.9 -0.207
N 0.664237 1.959829 -0.793388 0.2 -0.4 0.2 -0.418
C 1.898192 -1.758801 1.795088 -1.1 0.2 0.0 0.587
```
Positions in Å, forces in eV/Å.

Values from the calculation:
ΔE to the lowest compared entry with this formula, charge and spin in kJ/mol: 587.8
HOMO-LUMO gap (alpha / beta) in hartree: 0.21467 / 0.28103
Charge: +2
E_HOMO (alpha / beta) in eV: -14.92 / -15.75
Spin multiplicity: 1



Number 1: molar mass 540.4 g mol⁻¹. Number 2: molar mass 167.0 g mol⁻¹. Number 3: molar mass 101.1 g mol⁻¹. Number 4: molar mass 177.2 g mol⁻¹. Number 5: molar mass 293.7 g mol⁻¹. Number 6: molar mass 195.2 g mol⁻¹.